Formula: C30H80F3MnN6O10
Source: the OMol25 dataset
Level of theory: ωB97M-V/def2-TZVPD

For the HOMO energy (spin up / spin down), the calculation gives -12.1 / -12.1 eV. The expectation value of S² is 12.0081. The calculated total energy is -101274.9463 eV. For the HOMO-LUMO gap (spin up / spin down), the calculation gives 7.74 / 1.91 eV. The molar mass comes out at 796.934 g/mol. As for the LUMO energy (spin up / spin down): -4.39 / -10.22 eV.

ORCA input file:
```
! wB97M-V def2-TZVPD RIJCOSX def2/J DEFGRID3
* xyz 2 7
Mn -25.208 -2.873 -9.460
C -27.221 -2.915 -7.291
O -26.192 -1.895 -7.309
O -26.743 -3.770 -8.337
C -27.574 -3.542 -5.835
F -26.506 -3.610 -5.053
F -28.463 -2.874 -5.161
F -28.206 -4.703 -5.882
C -26.315 -0.781 -6.394
C -25.023 -0.003 -6.443
H -24.082 -0.526 -6.267
H -25.080 0.513 -7.401
H -25.025 0.830 -5.741
H -26.396 -1.167 -5.379
H -27.115 -0.057 -6.551
H -28.137 -2.374 -7.525
C -26.661 -7.097 -8.941
O -27.831 -6.410 -8.802
H -26.090 -6.821 -8.055
H -26.776 -8.177 -9.030
H -26.154 -6.704 -9.822
H -27.601 -5.488 -8.662
C -26.001 -7.099 -5.274
O -25.494 -8.231 -5.936
H -25.666 -6.165 -5.725
H -27.079 -7.195 -5.399
H -25.717 -7.100 -4.222
H -24.561 -8.079 -6.102
C -22.875 -5.042 -7.597
C -23.342 -3.668 -7.013
C -22.274 -3.221 -5.924
O -22.039 -4.282 -4.975
C -23.088 -4.335 -4.010
N -23.401 -2.768 -8.141
H -21.899 -5.000 -8.081
H -23.559 -5.402 -8.365
H -22.931 -5.856 -6.874
H -24.338 -3.751 -6.577
H -22.396 -2.233 -5.480
H -21.319 -3.043 -6.419
H -24.061 -4.344 -4.501
H -23.096 -3.404 -3.444
H -22.989 -5.143 -3.285
H -23.331 -1.830 -7.772
H -22.441 -2.883 -8.433
C -29.037 2.187 -6.925
C -28.096 2.906 -5.987
C -27.002 3.759 -6.677
O -26.152 2.943 -7.492
C -24.982 3.693 -7.681
N -28.807 3.629 -5.003
H -28.605 1.504 -7.657
H -29.694 2.834 -7.506
H -29.765 1.646 -6.321
H -27.567 2.145 -5.413
H -26.594 4.261 -5.800
H -27.417 4.520 -7.339
H -24.376 3.745 -6.777
H -25.228 4.697 -8.026
H -24.321 3.135 -8.343
H -29.444 2.995 -4.543
H -28.156 3.841 -4.259
C -26.104 1.243 -10.440
C -26.308 -0.248 -10.149
C -26.799 -1.054 -11.333
O -26.638 -2.465 -10.961
C -27.239 -3.296 -11.953
N -24.999 -0.773 -9.797
H -25.621 1.794 -9.632
H -27.070 1.699 -10.660
H -25.446 1.317 -11.305
H -26.945 -0.372 -9.274
H -26.210 -0.808 -12.216
H -27.852 -0.816 -11.484
H -27.160 -4.359 -11.729
H -26.761 -3.067 -12.905
H -28.317 -3.135 -11.992
H -24.470 -0.598 -10.639
H -24.560 -0.188 -9.101
C -21.620 1.493 -6.915
C -21.705 1.473 -8.434
C -20.315 1.589 -9.054
O -19.527 0.444 -8.687
C -18.231 0.405 -9.269
N -22.238 0.199 -8.868
H -22.593 1.401 -6.431
H -21.287 2.441 -6.491
H -20.929 0.751 -6.516
H -22.319 2.338 -8.682
H -19.845 2.521 -8.741
H -20.367 1.534 -10.141
H -17.727 1.355 -9.091
H -18.272 0.110 -10.317
H -17.613 -0.303 -8.716
H -21.456 -0.440 -8.857
H -22.358 0.252 -9.870
C -29.009 -6.127 -2.799
C -29.430 -7.561 -2.658
C -30.385 -8.045 -3.772
O -30.978 -9.343 -3.690
C -31.870 -9.549 -4.735
N -28.195 -8.349 -2.581
H -29.864 -5.482 -2.600
H -28.609 -5.788 -3.755
H -28.263 -5.834 -2.060
H -29.971 -7.674 -1.718
H -29.776 -7.999 -4.675
H -31.182 -7.308 -3.869
H -31.478 -9.256 -5.709
H -32.851 -9.104 -4.570
H -32.054 -10.598 -4.967
H -27.829 -8.432 -3.519
H -28.506 -9.283 -2.357
C -35.051 -0.799 -7.931
C -34.738 -1.915 -6.977
C -33.472 -1.542 -6.291
O -32.388 -1.560 -7.223
C -31.088 -1.601 -6.637
N -35.817 -1.964 -6.011
H -34.230 -0.683 -8.638
H -35.279 0.094 -7.349
H -35.997 -1.053 -8.409
H -34.516 -2.851 -7.490
H -33.309 -2.313 -5.538
H -33.455 -0.572 -5.793
H -30.666 -0.629 -6.384
H -30.366 -2.122 -7.266
H -31.024 -2.311 -5.812
H -35.767 -1.119 -5.460
H -36.711 -1.858 -6.469
*
```